1.
The following is a DFT calculation (ωB97M-V/def2-TZVPD) of a molecular structure, C19H19N6O5PdS2 in a non-equilibrium geometry.

As for the total energy: -64341.531 eV. The multiplicity is 3. As for the HOMO energy (alpha / beta): -4.0 / -4.5 eV. The value obtained for the HOMO-LUMO gap (alpha / beta) is 6.3 / 6.8 eV. As for the charge: -1.

```
52
Properties=species:S:1:pos:R:3:mulliken_spin:R:1
Pd 1.6814 0.3457 -0.0467 1.26
N 4.9703 0.7401 2.9637 0.01
C 3.8930 0.5501 2.1192 -0.03
S 4.2926 0.3508 0.4408 0.26
N 2.7160 0.6242 2.6552 0.03
N 1.6187 0.3995 1.9808 0.13
C 0.4613 0.8588 2.4427 0.03
C -0.7417 0.6443 1.7520 -0.01
C -1.9838 1.1014 2.2622 0.00
C -3.1450 0.8089 1.6057 0.00
C -3.0880 0.0547 0.4222 0.00
C -1.8413 -0.3082 -0.0566 0.00
N -0.7050 -0.0239 0.5535 0.06
H 5.8509 0.4727 2.5504 0.00
H 4.8130 0.4158 3.9073 0.00
H 0.4563 1.4168 3.3745 0.01
H -1.9794 1.6849 3.1698 0.00
H -4.0988 1.1398 1.9942 0.00
H -3.9905 -0.2163 -0.1054 0.00
H -1.7455 -0.8683 -0.9824 0.00
C -4.6304 2.0905 -2.5492 0.00
C -3.1717 2.1552 -2.1899 0.00
C -2.7169 2.9918 -1.1767 0.00
C -1.3637 3.0675 -0.8835 0.00
C -0.4614 2.2931 -1.5871 0.01
C -0.8989 1.4313 -2.5754 0.00
C -2.2516 1.3632 -2.8697 0.00
S 1.3008 2.5652 -1.3341 -0.01
O 1.5235 3.9105 -1.8128 0.00
O 2.0268 1.5248 -2.0555 0.04
O 1.5213 2.4456 0.1234 0.08
H -5.2182 2.7704 -1.9358 0.00
H -5.0126 1.0799 -2.4105 0.00
H -4.7732 2.3564 -3.5964 0.00
H -3.4239 3.6007 -0.6266 0.00
H -0.9897 3.7283 -0.1149 0.00
H -0.1708 0.8203 -3.0859 0.00
H -2.6013 0.6992 -3.6491 0.00
C 1.8016 -4.8663 1.6831 0.00
N 1.8531 -3.9532 0.5693 0.01
C 1.6550 -4.3690 -0.7045 0.00
C 1.5058 -3.4974 -1.7176 0.01
C 1.4506 -2.0814 -1.3963 0.02
O 1.0686 -1.2089 -2.1776 0.00
N 1.8126 -1.7192 -0.1351 0.12
C 2.0331 -2.5764 0.8663 0.00
O 2.3507 -2.2737 2.0020 0.00
H 1.8149 -5.8927 1.3203 0.00
H 0.8888 -4.6962 2.2605 0.00
H 2.6498 -4.6870 2.3434 0.00
H 1.6258 -5.4432 -0.8515 0.00
H 1.3687 -3.8189 -2.7363 0.00
```

2.
The following is a DFT calculation (ωB97M-V/def2-TZVPD) of a molecular structure, C33H71BN2P2PdSbSi3.

As for the total energy: -91235.825 eV. The multiplicity is 5. As for the HOMO energy (alpha / beta): -13.8 / -16.1 eV. The value obtained for the HOMO-LUMO gap (alpha / beta) is 5.8 / 5.7 eV. As for the charge: +3.

```
114
Properties=species:S:1:pos:R:3:mulliken_spin:R:1
Pd -0.0784 -0.5147 0.0748 1.06
C -4.1781 0.1340 2.3862 0.02
C -3.6385 1.2183 1.4505 0.04
C -2.4991 1.9717 2.1587 0.05
C -4.7550 2.2046 1.0946 0.01
P -2.7630 0.3970 0.0125 -0.04
C -2.5484 1.8327 -1.1674 -0.01
N -1.1387 2.1192 -1.3861 0.17
B -0.0291 1.3695 -0.8173 0.34
N 1.1449 2.1742 -1.1104 0.14
C 2.4994 1.8980 -0.6666 -0.03
P 2.6399 0.2020 0.1041 -0.01
C 4.1298 -0.4074 -0.8585 0.05
C 5.3137 0.5555 -0.9797 0.01
C 4.6068 -1.7096 -0.2138 0.00
C 3.5631 -0.7098 -2.2578 0.03
C 2.9686 0.5816 1.9069 0.01
C 4.3531 1.1530 2.2040 0.01
C 2.7680 -0.7276 2.6797 0.04
C 1.8718 1.5670 2.3425 0.00
C 0.7865 3.2177 -1.8850 0.28
C 1.5536 4.2394 -2.4638 -0.05
C 0.8848 5.1738 -3.2025 0.17
C -0.5431 5.1189 -3.4014 0.16
C -1.3183 4.1506 -2.8324 -0.04
C -0.6606 3.1820 -2.0574 0.26
C -3.8614 -0.6888 -1.0488 0.01
C -5.2211 -0.0701 -1.3935 0.02
C -3.0715 -0.9542 -2.3434 0.04
C -4.0912 -2.0068 -0.3101 -0.06
H -4.4676 0.5911 3.3343 0.00
H -3.4193 -0.6232 2.6023 -0.01
H -5.0640 -0.3521 1.9779 0.00
H -2.8869 2.4745 3.0469 0.00
H -2.0553 2.7378 1.5155 0.00
H -1.7047 1.2904 2.4755 0.00
H -5.2727 2.4792 2.0164 0.00
H -5.4982 1.7898 0.4200 0.00
H -4.3744 3.1321 0.6673 0.00
H -3.0239 2.7220 -0.7560 -0.01
H -3.0446 1.6102 -2.1096 0.00
H 2.8143 2.6511 0.0567 0.00
H 3.1734 1.9618 -1.5174 -0.01
H 5.7530 0.8018 -0.0176 0.00
H 5.0689 1.4836 -1.4940 0.00
H 6.0893 0.0660 -1.5743 0.00
H 5.0955 -1.5333 0.7452 0.00
H 5.3331 -2.1975 -0.8681 0.00
H 3.7725 -2.3913 -0.0597 -0.01
H 3.3603 0.2013 -2.8241 0.00
H 2.6284 -1.2754 -2.2050 -0.01
H 4.2904 -1.2889 -2.8314 0.00
H 5.1436 0.4340 1.9945 0.00
H 4.4165 1.4031 3.2658 0.00
H 4.5537 2.0664 1.6414 0.00
H 3.5636 -1.4422 2.4641 0.00
H 1.8042 -1.1838 2.4370 -0.02
H 2.7864 -0.5294 3.7535 0.00
H 2.0542 2.5829 1.9930 0.00
H 1.8372 1.6056 3.4329 0.00
H 0.8798 1.2555 1.9901 0.01
H 2.6243 4.2936 -2.3258 0.00
H 1.4332 5.9903 -3.6530 0.00
H -1.0026 5.8715 -4.0281 0.00
H -2.3890 4.1261 -2.9794 0.00
H -5.1413 0.9466 -1.7802 0.00
H -5.8872 -0.0621 -0.5313 0.00
H -5.6995 -0.6756 -2.1674 0.00
H -3.2133 -0.1655 -3.0820 0.00
H -3.4225 -1.8758 -2.8070 0.00
H -1.9966 -1.0506 -2.1565 -0.01
H -4.4990 -1.8569 0.6864 0.00
H -3.1608 -2.5759 -0.2134 0.06
H -4.8119 -2.6151 -0.8618 0.00
C 3.0233 -4.4554 -1.6289 0.10
Si 2.3394 -5.1178 -0.0629 0.09
C 2.8477 -4.3623 1.5308 0.14
C 2.0785 -6.9183 0.0494 0.03
Sb -0.1440 -3.1435 -0.0788 0.77
Si -0.9090 -4.4495 -2.3859 0.04
C -0.1626 -6.1357 -2.2971 0.01
C -0.1463 -3.3021 -3.6129 0.01
C -2.7302 -4.6930 -2.4396 0.05
Si -1.1891 -4.0140 2.2604 0.06
C -0.3717 -2.9590 3.5309 0.00
C -0.6261 -5.7807 2.2239 0.04
C -3.0223 -3.9020 2.2229 0.03
H 4.1166 -4.5195 -1.5669 0.01
H 2.7620 -3.4131 -1.8031 -0.04
H 2.7070 -5.0488 -2.4860 0.00
H 3.9248 -4.5404 1.6493 0.02
H 2.3397 -4.8388 2.3692 0.01
H 2.6788 -3.2895 1.5813 -0.06
H 3.0757 -7.3319 0.2604 0.01
H 1.7188 -7.3832 -0.8639 0.00
H 1.4308 -7.2038 0.8769 0.00
H 0.8868 -6.1756 -2.5808 0.00
H -0.7129 -6.7594 -3.0100 0.00
H -0.2972 -6.5876 -1.3143 0.00
H 0.8960 -3.5688 -3.7963 0.00
H -0.1897 -2.2584 -3.3022 0.00
H -0.6826 -3.3904 -4.5630 0.00
H -3.0179 -5.5205 -1.7885 0.00
H -2.9615 -4.9834 -3.4714 0.01
H -3.3421 -3.8347 -2.1949 -0.01
H 0.6876 -3.1976 3.6376 0.00
H -0.8511 -3.1259 4.5006 0.00
H -0.4694 -1.8976 3.2944 0.00
H 0.4200 -5.8870 2.5093 0.00
H -0.7824 -6.2416 1.2471 0.00
H -1.2181 -6.3502 2.9480 0.00
H -3.3881 -2.8811 2.3181 0.00
H -3.3808 -4.4681 3.0900 0.01
H -3.4596 -4.3536 1.3320 0.00
```

3.
The following is a DFT calculation (ωB97M-V/def2-TZVPD) of a molecular structure, C24H24CaF4N5O5S.

As for the total energy: -83113.079 eV. As for the HOMO energy: -3.9 eV. The value obtained for the HOMO-LUMO gap is 5.3 eV. As for the charge: -1.

```
64
Properties=species:S:1:pos:R:3:mulliken_charge:R:1
Ca 1.6616 -0.1068 -0.0923 2.11
C 3.2041 0.3923 -2.8006 -1.35
N 1.7806 0.4634 -2.4513 0.80
C 1.0239 -0.5066 -3.2414 -1.20
C 1.2404 1.8467 -2.5669 -1.08
C 0.2340 2.2401 -1.4589 -0.65
N 0.8917 2.0716 -0.1609 -0.33
C 0.6067 2.7533 0.9504 0.24
C 1.4386 2.5187 2.0868 -0.22
F 2.4827 1.6652 1.9359 -0.41
C 1.2264 3.1116 3.3002 0.25
F 2.0539 2.8119 4.3208 -0.40
C 0.1880 4.0142 3.5150 -0.63
C -0.6042 4.2868 2.4194 0.19
F -1.6305 5.1552 2.5432 -0.38
C -0.4157 3.7008 1.1832 0.84
F -1.2713 4.0332 0.1869 -0.38
H 3.3647 0.6853 -3.8491 0.35
H 3.5673 -0.6256 -2.6620 0.35
H 3.7867 1.0419 -2.1487 0.42
H 1.1722 -0.3272 -4.3183 0.37
H -0.0337 -0.4173 -3.0068 0.14
H 1.3403 -1.5200 -2.9967 0.32
H 0.7723 1.9708 -3.5530 0.30
H 2.0789 2.5407 -2.4945 0.44
H -0.6706 1.6246 -1.5500 0.16
H -0.0727 3.2709 -1.6540 0.51
H 0.0276 4.4812 4.4738 0.46
O 4.0996 -5.7927 0.1867 -0.64
C 3.6310 -4.6905 0.0250 0.50
C 2.1681 -4.3508 -0.1897 0.00
O 1.2585 -5.1509 -0.3222 -0.70
C 2.0838 -2.8861 -0.2211 0.54
C 3.3814 -2.3150 -0.0122 0.99
O 3.6415 -1.0533 0.1008 -1.15
C 4.3946 -3.3773 -0.0022 0.08
O 5.6051 -3.2558 -0.0347 -0.69
O 0.9967 -2.2291 -0.4450 -0.88
C -2.4269 0.9753 3.0517 -1.03
C -1.6367 -0.2409 3.5484 2.55
C -2.4515 -1.5290 3.4134 -1.71
C -1.1774 -0.0280 4.9935 -1.68
C -0.4355 -0.3625 2.6885 -0.75
N 0.4646 -0.4509 1.9864 -0.49
H -3.3428 1.0599 3.6403 0.49
H -2.6963 0.8730 2.0003 0.10
H -1.8453 1.8906 3.1691 0.04
H -3.3427 -1.4414 4.0377 0.44
H -1.8764 -2.3959 3.7381 0.41
H -2.7604 -1.6934 2.3807 0.24
H -2.0608 0.0470 5.6302 0.42
H -0.5986 0.8911 5.0874 0.29
H -0.5649 -0.8604 5.3401 0.40
S -2.7109 -0.4070 -0.6923 -0.40
C -2.8519 -0.7664 -2.2874 0.09
N -3.3589 -1.9946 -2.6694 -0.02
C -3.5465 -2.3923 -3.9436 -0.07
C -3.2115 -1.5569 -4.9544 -0.73
C -2.6409 -0.3189 -4.5481 0.15
N -2.4571 0.0690 -3.3232 -0.43
H -3.5674 -2.6131 -1.8986 0.22
H -3.9557 -3.3837 -4.0785 0.39
H -3.3435 -1.8225 -5.9898 0.39
H -2.3081 0.3764 -5.3160 0.40
```

Please write out number 3 again, unchanged.
The following is a DFT calculation (ωB97M-V/def2-TZVPD) of a molecular structure, C24H24CaF4N5O5S.

As for the total energy: -83113.079 eV. As for the HOMO energy: -3.9 eV. The value obtained for the HOMO-LUMO gap is 5.3 eV. As for the charge: -1.

```
64
Properties=species:S:1:pos:R:3:mulliken_charge:R:1
Ca 1.6616 -0.1068 -0.0923 2.11
C 3.2041 0.3923 -2.8006 -1.35
N 1.7806 0.4634 -2.4513 0.80
C 1.0239 -0.5066 -3.2414 -1.20
C 1.2404 1.8467 -2.5669 -1.08
C 0.2340 2.2401 -1.4589 -0.65
N 0.8917 2.0716 -0.1609 -0.33
C 0.6067 2.7533 0.9504 0.24
C 1.4386 2.5187 2.0868 -0.22
F 2.4827 1.6652 1.9359 -0.41
C 1.2264 3.1116 3.3002 0.25
F 2.0539 2.8119 4.3208 -0.40
C 0.1880 4.0142 3.5150 -0.63
C -0.6042 4.2868 2.4194 0.19
F -1.6305 5.1552 2.5432 -0.38
C -0.4157 3.7008 1.1832 0.84
F -1.2713 4.0332 0.1869 -0.38
H 3.3647 0.6853 -3.8491 0.35
H 3.5673 -0.6256 -2.6620 0.35
H 3.7867 1.0419 -2.1487 0.42
H 1.1722 -0.3272 -4.3183 0.37
H -0.0337 -0.4173 -3.0068 0.14
H 1.3403 -1.5200 -2.9967 0.32
H 0.7723 1.9708 -3.5530 0.30
H 2.0789 2.5407 -2.4945 0.44
H -0.6706 1.6246 -1.5500 0.16
H -0.0727 3.2709 -1.6540 0.51
H 0.0276 4.4812 4.4738 0.46
O 4.0996 -5.7927 0.1867 -0.64
C 3.6310 -4.6905 0.0250 0.50
C 2.1681 -4.3508 -0.1897 0.00
O 1.2585 -5.1509 -0.3222 -0.70
C 2.0838 -2.8861 -0.2211 0.54
C 3.3814 -2.3150 -0.0122 0.99
O 3.6415 -1.0533 0.1008 -1.15
C 4.3946 -3.3773 -0.0022 0.08
O 5.6051 -3.2558 -0.0347 -0.69
O 0.9967 -2.2291 -0.4450 -0.88
C -2.4269 0.9753 3.0517 -1.03
C -1.6367 -0.2409 3.5484 2.55
C -2.4515 -1.5290 3.4134 -1.71
C -1.1774 -0.0280 4.9935 -1.68
C -0.4355 -0.3625 2.6885 -0.75
N 0.4646 -0.4509 1.9864 -0.49
H -3.3428 1.0599 3.6403 0.49
H -2.6963 0.8730 2.0003 0.10
H -1.8453 1.8906 3.1691 0.04
H -3.3427 -1.4414 4.0377 0.44
H -1.8764 -2.3959 3.7381 0.41
H -2.7604 -1.6934 2.3807 0.24
H -2.0608 0.0470 5.6302 0.42
H -0.5986 0.8911 5.0874 0.29
H -0.5649 -0.8604 5.3401 0.40
S -2.7109 -0.4070 -0.6923 -0.40
C -2.8519 -0.7664 -2.2874 0.09
N -3.3589 -1.9946 -2.6694 -0.02
C -3.5465 -2.3923 -3.9436 -0.07
C -3.2115 -1.5569 -4.9544 -0.73
C -2.6409 -0.3189 -4.5481 0.15
N -2.4571 0.0690 -3.3232 -0.43
H -3.5674 -2.6131 -1.8986 0.22
H -3.9557 -3.3837 -4.0785 0.39
H -3.3435 -1.8225 -5.9898 0.39
H -2.3081 0.3764 -5.3160 0.40
```

Number 2 is which compound?
C33H71BN2P2PdSbSi3